Density functional theory data (ωB97M-V/def2-TZVPD) for an isolated molecule of C4H8N4 at a distorted geometry.

Last columns: bonded neighbours and bond lengths (Å).
Positions of all 16 atoms, in Å:
1 C -2.57417 -0.38604 -0.08326  C3 1.379, N5 1.158
2 C -0.32573 1.37467 0.74922  N6 1.440, N7 1.467, H9 1.090, H10 1.093
3 C -1.60997 0.20748 -0.87028  C1 1.379, N6 1.409, H11 1.079
4 C 0.18510 -0.92458 0.46431  N7 1.372, N8 1.377, H12 1.077
5 N -3.29725 -0.96476 0.61252  C1 1.158
6 N -1.04575 1.44287 -0.49648  C2 1.440, C3 1.409, H13 1.014
7 N 0.69721 0.32453 0.70915  C2 1.467, C4 1.372, H14 1.018
8 N 0.85446 -1.84162 -0.31576  C4 1.377, H15 1.009, H16 1.006
9 H 0.14102 2.33189 0.98294  C2 1.090
10 H -1.03354 1.09891 1.53530  C2 1.093
11 H -1.52299 -0.10312 -1.89999  C3 1.079
12 H -0.53633 -1.29964 1.17075  C4 1.077
13 H -0.48881 1.83994 -1.24487  N6 1.014
14 H 1.45807 0.55840 0.07387  N7 1.018
15 H 1.76698 -1.57210 -0.65128  N8 1.009
16 H 0.77939 -2.80230 -0.02520  N8 1.006

The multiplicity is 3. Its expectation value of S² is 2.014. For the calculated total energy, the calculation gives -376.0922 Eh. The value obtained for the HOMO-LUMO gap (spin up / spin down) is 5.479 / 9.096 eV. The energy relative to the best compared isomer or geometry (same formula, charge and spin) is 0.0 kcal/mol.